138
Properties=species:S:1:pos:R:3:forces:R:3:mulliken_charge:R:1 method="wB97M-V/def2-TZVPD" lumo_energy_ha="-0.2053 / -0.2080" homo_ev="-12.6253 / -12.6692" s2=0.824 homo_lumo_gap_ev="7.04 / 7.01" charge=+2 spin_multiplicity=2 total_energy_ha=-6546.3980
V -0.472422 -0.876772 0.167238 -0.841 -0.009 -0.306 0.378
O 2.672476 -0.001592 1.801086 0.171 0.050 0.066 -0.263
C 2.023653 0.754826 2.812086 0.178 0.029 0.035 1.641
C 0.629125 1.074901 2.281259 -0.171 -1.158 -0.898 -1.034
O -0.156098 1.798226 2.803896 -0.365 0.398 0.135 -0.597
O 0.292415 0.376219 1.136706 0.361 1.241 0.804 0.094
C 1.833271 -0.138428 4.048587 0.153 0.003 0.048 -0.429
C 1.190236 -1.360470 3.864955 -0.161 -0.017 -0.172 0.492
C 1.077496 -2.268698 4.903341 -0.017 0.079 0.061 -0.285
C 1.604533 -1.957551 6.150904 0.003 0.028 -0.015 -1.006
C 2.241332 -0.740867 6.343346 -0.021 -0.023 -0.039 -0.993
C 2.361808 0.166626 5.296890 -0.077 0.036 0.006 -0.809
C 2.791446 2.047071 3.116654 0.220 -0.290 0.254 0.478
C 2.222402 3.126679 3.790616 -0.023 -0.020 0.024 0.009
C 3.000486 4.216475 4.150180 0.014 0.012 -0.004 -0.969
C 4.359958 4.239458 3.863703 -0.005 -0.089 0.021 -0.603
C 4.930650 3.167081 3.198378 -0.027 -0.091 0.260 -1.018
C 4.148644 2.081408 2.822672 0.016 -0.081 0.381 -0.134
H 3.258922 -0.635213 2.229771 -0.042 -0.043 0.050 0.601
H 0.783099 -1.603957 2.888108 0.076 0.037 0.144 -0.344
H 0.577144 -3.215358 4.742819 -0.015 -0.012 -0.001 0.550
H 1.521010 -2.661161 6.968281 0.005 -0.005 0.007 0.456
H 2.658371 -0.494014 7.310158 0.003 -0.004 0.013 0.452
H 2.872775 1.103667 5.465297 0.016 0.040 -0.026 0.562
H 1.173042 3.114527 4.047321 0.036 0.001 0.016 0.624
H 2.544436 5.044866 4.676098 -0.005 0.008 0.009 0.460
H 4.967328 5.082105 4.165040 0.011 0.021 0.008 0.451
H 5.988981 3.168273 2.972456 0.027 0.002 -0.009 0.437
H 4.606726 1.259074 2.292537 -0.005 -0.022 0.035 0.485
C 2.419052 1.681055 -6.011507 -0.042 -0.053 0.058 -0.913
C 1.594046 0.617472 -5.663698 0.023 0.088 -0.025 -0.525
C 1.315874 0.368591 -4.329568 0.091 -0.082 0.025 -0.035
C 1.874512 1.161771 -3.329103 0.138 -0.011 0.010 -0.108
C 2.689183 2.230757 -3.679275 0.111 0.063 -0.056 -0.046
C 2.954661 2.489082 -5.019317 0.002 -0.034 0.072 -0.851
P 1.505792 0.704127 -1.589141 0.464 0.186 -0.557 1.120
C 2.345071 1.936134 -0.556493 -0.035 0.117 -0.065 1.724
C 3.740747 1.967410 -0.501228 0.062 0.165 -0.096 0.020
C 4.388364 3.028189 0.108147 -0.128 0.021 -0.309 -1.108
C 3.658853 4.055973 0.693905 -0.128 0.210 -0.351 -0.667
C 2.275481 3.997951 0.703887 0.110 0.036 -0.115 -0.914
C 1.622328 2.942746 0.077867 0.049 -0.043 0.033 -0.915
C 2.527443 -0.850564 -1.487053 -0.468 -0.213 0.220 0.426
C 3.644024 -0.819917 -2.291822 0.067 0.020 -0.101 -0.268
C 4.635366 -1.813026 -2.233798 -0.005 0.090 -0.026 -1.246
C 4.488759 -2.841889 -1.359619 -0.031 -0.038 0.050 -1.094
C 3.339896 -2.937093 -0.539775 0.076 -0.061 0.048 1.468
C 3.243676 -4.036656 0.351191 0.049 0.027 -0.076 -1.340
C 2.154702 -4.183468 1.144854 -0.085 0.037 0.063 -1.554
C 1.100764 -3.251510 1.044850 -0.055 -0.101 0.003 -0.848
C 1.124461 -2.161638 0.206780 0.240 0.189 -0.532 2.968
C 2.305372 -1.961404 -0.598101 -0.067 0.100 0.131 -0.933
H 2.639125 1.880353 -7.051301 0.000 -0.002 -0.016 0.412
H 1.168233 -0.015644 -6.431452 0.006 -0.008 -0.010 0.475
H 0.680966 -0.472759 -4.072240 0.128 -0.052 0.082 0.476
H 3.116784 2.872886 -2.919446 -0.024 -0.031 0.014 0.280
H 3.585312 3.326929 -5.284454 0.012 0.005 0.000 0.473
H 4.327914 1.172277 -0.937918 0.005 -0.018 -0.021 0.335
H 5.469815 3.047912 0.133954 0.008 -0.002 0.001 0.491
H 4.171821 4.883159 1.165574 -0.050 -0.030 -0.058 0.454
H 1.700063 4.766736 1.202514 0.003 0.002 -0.016 0.569
H 0.542666 2.905409 0.113650 0.029 0.007 -0.011 -0.294
H 3.796029 -0.012070 -2.992262 0.008 -0.004 0.023 0.723
H 5.503039 -1.738034 -2.874543 -0.008 0.000 -0.011 0.495
H 5.243982 -3.614172 -1.283398 0.001 -0.008 0.011 0.489
H 4.056476 -4.751305 0.380491 0.013 0.006 -0.006 0.413
H 2.078989 -5.011255 1.837330 -0.013 -0.008 0.002 0.554
H 0.239938 -3.428362 1.674420 0.008 0.001 -0.008 0.571
N -3.661827 -1.385374 -1.007409 -0.116 -0.037 0.170 1.556
C -2.698960 -1.956964 -1.798672 0.000 0.070 0.059 -0.227
C -3.167911 -2.829865 -2.797344 -0.131 0.061 0.080 -1.206
C -2.285613 -3.485194 -3.602193 0.176 -0.066 -0.095 -1.284
C -0.915944 -3.254861 -3.424178 -0.125 -0.008 -0.078 -1.054
C -0.534863 -2.387416 -2.443180 -0.018 0.243 0.125 -0.884
N -1.397296 -1.731006 -1.611302 0.585 -0.183 -0.294 1.619
C -3.661716 -0.320746 -0.118923 -0.089 -0.087 -0.241 0.118
C -4.897041 0.008971 0.449235 -0.006 0.046 0.031 -1.411
C -4.968529 1.080777 1.305222 0.008 0.036 0.009 -1.070
C -3.808935 1.804273 1.575773 -0.044 0.050 -0.061 -1.351
C -2.641625 1.403709 0.976375 0.062 0.109 -0.192 -0.358
N -2.545951 0.353874 0.133573 0.239 -0.284 0.119 1.476
H -4.582002 -1.764823 -1.173649 0.069 0.047 0.030 0.346
H -4.235255 -2.963936 -2.913323 -0.005 -0.014 0.005 0.609
H -2.643717 -4.161667 -4.366963 0.014 -0.009 0.007 0.530
H -0.165537 -3.744214 -4.027547 -0.016 -0.009 -0.015 0.645
H 0.515129 -2.199989 -2.275868 -0.017 0.005 0.026 0.254
H -5.777822 -0.569483 0.202344 0.004 -0.016 0.005 0.631
H -5.914012 1.357141 1.752195 0.004 -0.004 0.023 0.524
H -3.805863 2.649735 2.247446 -0.011 0.013 0.000 0.613
H -1.718936 1.924923 1.179281 0.005 -0.026 0.068 -0.176
Ge -0.775882 1.949161 -2.204214 0.055 0.159 0.455 0.736
C -0.109985 3.393279 -3.247651 0.115 0.342 -0.158 1.287
C -0.244640 3.384881 -4.638278 -0.041 0.167 0.100 -0.363
C 0.070615 4.520793 -5.367007 0.012 -0.028 0.024 -0.692
C 0.519692 5.664625 -4.717793 0.002 -0.033 0.017 -0.695
C 0.644015 5.682104 -3.335144 0.033 -0.049 -0.024 -0.770
C 0.333246 4.548103 -2.599232 -0.025 0.024 -0.104 -0.137
C -2.220452 1.087349 -3.101195 -0.063 -0.288 -0.086 0.811
C -3.472019 1.528586 -2.668458 -0.087 -0.148 -0.217 -1.073
C -4.607774 1.198434 -3.398360 0.013 -0.012 0.053 -0.636
C -4.497062 0.427862 -4.547211 0.001 0.000 0.006 -0.859
C -3.251227 -0.015597 -4.975479 -0.013 -0.008 0.056 -0.981
C -2.112711 0.315163 -4.256539 -0.126 -0.020 -0.021 0.509
H -1.204463 2.529430 -0.861363 -0.015 -0.202 0.058 -0.431
H -0.609396 2.506868 -5.154802 -0.007 -0.029 0.009 0.374
H -0.036781 4.516333 -6.443467 -0.010 0.006 -0.012 0.472
H 0.764536 6.548505 -5.291040 -0.009 0.014 -0.012 0.439
H 0.976103 6.579165 -2.830268 0.015 0.006 0.002 0.481
H 0.435975 4.574132 -1.521698 -0.033 0.010 -0.039 0.229
H -3.573435 2.130149 -1.771538 0.017 0.031 -0.011 0.466
H -5.577509 1.547990 -3.068815 -0.011 0.015 -0.014 0.517
H -5.382512 0.182414 -5.118545 -0.008 -0.004 -0.002 0.435
H -3.167050 -0.608370 -5.876903 -0.005 -0.010 -0.006 0.507
H -1.146525 -0.023866 -4.606582 -0.143 0.056 -0.022 0.030
N -1.439474 -1.868565 1.175326 -0.348 -0.574 0.929 0.422
C -2.212534 -2.512171 1.959401 -0.095 0.030 -0.366 0.367
C -2.910387 -3.708843 1.415192 0.082 0.020 0.126 0.626
C -4.227968 -3.990070 1.772395 -0.082 0.038 -0.025 -0.428
C -4.871168 -5.095521 1.235950 0.042 0.025 -0.016 -0.990
C -4.198029 -5.932099 0.354375 -0.012 -0.014 -0.008 -0.659
C -2.883613 -5.657923 -0.002196 -0.019 0.036 0.014 -0.919
C -2.243768 -4.544638 0.518501 -0.009 0.004 -0.006 0.046
C -2.433572 -2.041201 3.337063 -0.024 -0.094 0.085 0.165
C -2.309328 -0.683881 3.627871 0.052 0.095 -0.016 0.914
C -2.522724 -0.223227 4.914474 0.050 -0.058 -0.006 -0.753
C -2.849333 -1.120611 5.923811 -0.003 -0.045 -0.005 -0.756
C -2.951932 -2.478868 5.646671 0.026 0.040 -0.034 -0.990
C -2.748406 -2.941099 4.356163 -0.004 -0.028 0.075 -0.511
H -4.755571 -3.333540 2.453013 0.025 -0.024 0.045 0.586
H -5.892866 -5.311867 1.517064 -0.012 0.002 -0.009 0.468
H -4.696364 -6.804563 -0.047384 0.002 0.001 0.005 0.458
H -2.352866 -6.318521 -0.675166 -0.007 -0.001 -0.004 0.526
H -1.213858 -4.335525 0.259225 0.008 0.017 -0.054 0.303
H -2.056198 0.015148 2.839788 0.033 -0.130 0.151 -0.417
H -2.420196 0.831374 5.131856 -0.018 0.019 0.001 0.529
H -3.021560 -0.762668 6.929976 0.017 0.000 0.012 0.469
H -3.190607 -3.178396 6.435782 0.001 -0.001 0.017 0.477
H -2.811030 -4.001689 4.148216 -0.040 0.011 -0.029 0.543